129
Properties=species:S:1:pos:R:3:forces:R:3:lowdin_charge:R:1 method="wB97M-V/def2-TZVPD" charge=+5 e_above_lowest_kcal_mol=0.00 homo_ev=-15.60 max_force_ev_per_a=3.85 total_energy_ha=-3558.9677 gap_ev=0.75
In -2.755638 -4.177155 0.096978 -0.31 -0.03 0.37 0.944
In 1.949491 -3.389370 -6.627844 0.22 -0.28 -0.18 0.987
Na -1.598332 2.802079 -5.903760 -0.28 0.02 0.20 0.966
Na 3.825015 3.573911 -4.465450 0.15 0.03 0.29 0.969
P 0.469531 0.774025 -1.789069 -1.02 -0.21 1.52 -0.010
O 0.443628 2.277652 -2.108727 0.00 -1.17 0.49 -0.320
O 0.206280 0.317902 -0.274871 0.28 1.21 -3.65 -0.236
O 1.802600 0.224497 -2.325340 -0.24 -0.14 -0.21 -0.177
O -0.511789 -0.023721 -2.729862 1.07 0.47 1.09 -0.195
C 1.009118 12.684752 2.066878 -1.35 0.34 0.51 -0.074
O 0.882493 11.287030 1.948599 0.03 -1.28 -0.42 -0.162
C -0.285358 10.862789 1.236496 1.11 1.40 -0.03 -0.200
C -0.241818 9.366520 1.139815 -0.73 -0.87 -1.23 -0.158
N -1.435162 8.766827 0.498508 -0.69 -0.06 1.58 0.027
C -2.565709 8.391875 1.378448 0.88 -1.09 0.25 -0.156
C -2.962058 9.328315 2.506796 -0.87 -0.19 -1.04 -0.218
O -4.149098 8.822091 3.074170 0.11 0.02 0.14 -0.163
C -4.817124 9.720176 3.975453 0.28 -0.04 0.35 -0.057
H 1.872333 13.039717 2.629870 0.31 -0.73 -0.33 0.103
H 0.155504 12.937958 2.695622 -0.25 0.85 -0.08 0.097
H 0.927908 13.171288 1.094865 0.11 0.13 -0.02 0.099
H -0.281630 11.318019 0.246123 0.35 -0.26 -0.53 0.136
H -1.204745 11.316309 1.606822 -0.23 -0.27 0.87 0.121
H -0.073929 8.871707 2.096401 0.08 0.17 0.42 0.140
H 0.535109 9.033738 0.451512 0.52 0.48 0.36 0.128
H -1.104975 7.928284 0.042505 -0.37 0.05 -0.45 0.115
H -2.317828 7.409028 1.779275 0.74 -0.44 0.85 0.134
H -3.436906 7.976971 0.871522 -0.37 1.07 -0.77 0.137
H -3.133117 10.236466 1.928779 -0.33 0.86 0.42 0.134
H -2.204494 9.530856 3.263885 0.25 -0.12 0.04 0.137
H -5.552176 10.325360 3.444835 0.33 0.29 -0.11 0.100
H -4.075534 10.286800 4.538559 -0.02 0.49 -0.30 0.092
H -5.369201 9.208101 4.763542 0.06 -0.69 -0.40 0.094
C -6.000804 -2.403520 4.128461 0.93 -0.92 0.22 -0.074
O -4.640489 -2.110198 3.697848 -1.27 1.20 0.13 -0.219
C -3.979382 -1.145031 4.553187 -1.51 -1.37 -0.36 -0.207
C -3.190663 -1.918973 5.609023 0.78 2.33 -1.95 -0.182
N -2.075983 -2.621479 4.945640 -0.31 -0.71 3.03 0.011
C -1.317006 -3.349592 6.000236 0.41 -1.56 -1.87 -0.131
C -0.353461 -4.437023 5.306154 0.32 2.43 0.13 -0.203
O -0.956898 -5.230595 4.332250 -0.71 0.10 0.63 -0.188
C -0.283125 -6.422335 4.055490 -0.96 -1.68 0.29 -0.110
H -6.681318 -1.568615 4.295566 0.41 0.40 -0.29 0.093
H -5.919750 -2.961215 5.061470 -0.19 0.01 0.24 0.084
H -6.442369 -3.095211 3.411045 0.12 0.21 -0.18 0.080
H -4.662136 -0.460455 5.056484 -0.56 -0.29 0.11 0.122
H -3.461454 -0.453019 3.889136 0.90 -0.42 0.11 0.121
H -3.794254 -2.447776 6.346686 0.06 -0.76 -0.70 0.135
H -2.874321 -1.047955 6.182928 0.97 0.11 0.68 0.128
H -1.463765 -2.030920 4.401091 -0.18 0.32 -0.08 0.122
H -2.057579 -3.735599 6.700686 0.12 -0.54 -0.25 0.117
H -0.695806 -2.691707 6.608022 0.35 0.22 -0.12 0.122
H 0.320780 -4.921182 6.012620 -0.70 -0.69 0.39 0.123
H 0.378054 -3.862814 4.737597 0.28 0.83 0.02 0.110
H -1.069315 -7.175991 4.010782 -0.09 -0.21 -0.44 0.091
H 0.306507 -6.817493 4.882705 0.53 0.52 -0.03 0.098
H 0.245737 -6.451547 3.102831 0.33 0.40 0.09 0.085
C 5.880131 3.743500 7.909427 1.21 -1.10 0.84 -0.083
O 4.782358 3.063173 7.375104 -1.54 1.48 -1.46 -0.166
C 4.062730 3.888141 6.443209 -0.44 -1.07 -0.34 -0.179
C 3.186637 2.962326 5.610132 -0.43 0.05 -0.42 -0.173
N 3.940365 2.180709 4.648984 -0.19 -1.04 0.97 0.054
C 4.925246 1.218623 5.164210 -0.47 2.11 0.20 -0.161
C 5.459456 0.338088 4.100794 -0.01 -1.68 -0.89 -0.205
O 6.157655 -0.773469 4.674978 -1.33 0.26 -0.86 -0.131
C 7.364007 -0.436878 5.257670 1.51 0.80 0.44 -0.107
H 6.698144 3.695756 7.190626 0.20 0.47 -0.16 0.098
H 6.176672 3.085655 8.726379 0.23 0.42 0.27 0.106
H 5.712021 4.757212 8.273063 -0.30 -0.02 -0.17 0.107
H 4.656321 4.440241 5.714555 0.85 -0.01 0.29 0.134
H 3.422673 4.631755 6.918033 -0.05 -0.08 0.45 0.140
H 2.402220 3.494255 5.071765 0.33 0.49 -0.29 0.129
H 2.550480 2.353108 6.252204 0.30 -0.63 0.58 0.141
H 3.334491 1.722315 3.983493 -0.11 0.27 -0.49 0.131
H 4.523679 0.732910 6.053549 -0.17 -0.56 0.01 0.157
H 5.706371 1.844829 5.595280 0.52 -0.05 0.15 0.130
H 5.946753 0.854223 3.273604 1.26 0.50 0.60 0.134
H 4.689418 -0.081404 3.453363 -0.76 -0.57 0.67 0.126
H 7.966048 0.143151 4.558233 0.23 0.09 -0.09 0.100
H 7.964201 -1.283848 5.590096 -0.50 -0.40 -0.40 0.107
H 7.256409 0.164285 6.160510 -0.28 0.29 0.20 0.092
C 5.203786 -2.960589 -15.322150 0.82 1.10 -0.23 -0.101
O 4.225068 -3.223253 -14.344643 0.22 -0.91 0.50 -0.149
C 4.494918 -2.713833 -13.035739 -1.02 -0.04 -0.27 -0.221
C 5.785600 -3.196082 -12.408480 -0.83 0.18 -1.22 -0.237
N 5.860393 -3.013305 -10.956363 0.54 -0.39 -1.12 -0.051
C 7.218186 -3.447919 -10.568196 -0.84 1.21 1.35 -0.162
C 7.548399 -2.794874 -9.150302 0.14 -2.04 -1.40 -0.186
O 6.730048 -3.435804 -8.177029 -0.42 0.55 1.21 -0.204
C 6.941375 -2.999214 -6.816531 0.56 -0.40 -0.56 -0.103
H 5.366840 -1.882861 -15.326833 0.05 0.32 -0.34 0.094
H 4.987684 -3.290936 -16.338151 -1.03 -0.05 0.34 0.102
H 6.201309 -3.379839 -15.190806 0.08 -0.45 0.83 0.089
H 3.677336 -3.049486 -12.397773 -0.26 -0.04 -0.21 0.117
H 4.453915 -1.625669 -13.083802 0.12 0.35 0.05 0.120
H 6.518982 -2.672374 -13.021665 0.91 0.13 0.55 0.116
H 5.844297 -4.232937 -12.739543 0.26 -0.34 0.68 0.140
H 5.830693 -2.027898 -10.736882 -0.28 0.33 -0.21 0.097
H 7.887411 -3.083307 -11.347479 0.63 0.08 0.34 0.114
H 7.212951 -4.536538 -10.622761 0.36 0.01 0.61 0.128
H 7.392956 -1.716144 -9.167346 -0.11 0.17 -0.08 0.113
H 8.603710 -3.005993 -8.977430 0.15 0.15 0.34 0.123
H 6.251416 -3.458382 -6.108567 -0.47 -0.32 -0.51 0.068
H 6.860192 -1.922629 -6.666595 0.03 0.28 -0.37 0.075
H 7.912829 -3.322458 -6.442515 0.31 0.13 -0.21 0.093
C -6.382984 -6.637877 3.256756 -0.70 0.29 0.81 -0.125
O -6.552149 -6.453546 1.872519 -0.35 -1.52 -1.46 -0.194
C -7.099658 -7.655136 1.193405 -0.73 0.60 -0.49 -0.153
C -7.927072 -7.275050 -0.103554 1.19 0.77 2.37 -0.177
N -7.050055 -6.666349 -1.098516 -1.75 -0.04 -0.61 -0.009
C -7.823477 -6.221963 -2.311519 1.94 -0.47 0.28 -0.162
C -8.406411 -4.835818 -2.164734 -0.59 0.79 -0.47 -0.202
O -7.408276 -3.907971 -1.732630 0.29 0.17 -0.08 -0.197
C -7.102660 -2.712838 -2.468893 0.20 -0.53 0.53 -0.095
H -5.813764 -7.528233 3.523885 0.07 0.00 -0.05 0.096
H -7.341193 -6.629849 3.776256 -0.46 -0.75 -0.14 0.096
H -5.977111 -5.749294 3.740264 0.80 0.12 -0.62 0.072
H -7.732392 -8.246674 1.855098 -0.38 0.50 0.32 0.120
H -6.376061 -8.418394 0.907152 0.94 0.46 -0.01 0.113
H -8.694226 -6.586559 0.250786 0.13 0.56 -0.30 0.124
H -8.533191 -8.125986 -0.414425 0.39 -0.56 -0.40 0.130
H -6.296521 -7.295434 -1.336287 0.03 -0.08 -0.14 0.112
H -8.494864 -7.033540 -2.592048 -0.75 0.36 0.11 0.129
H -7.138030 -6.178255 -3.157885 0.36 0.02 0.10 0.116
H -9.281629 -4.829730 -1.515084 0.25 0.13 0.57 0.124
H -8.822069 -4.496974 -3.113684 0.10 -0.21 -0.33 0.126
H -7.945549 -2.048289 -2.658653 -0.19 -0.19 0.10 0.093
H -6.539080 -2.856207 -3.390799 -0.34 -0.60 -0.44 0.076
H -6.369944 -2.196918 -1.848360 -0.28 0.21 0.33 0.072

85
Properties=species:S:1:pos:R:3:forces:R:3:lowdin_charge:R:1 method="wB97M-V/def2-TZVPD" e_above_lowest_kcal_mol=0.00 homo_ev=-9.43 max_force_ev_per_a=4.66 total_energy_ha=-3328.4912 gap_ev=9.25
C -1.155011 -0.245986 -1.006326 0.07 0.52 -0.07 -0.073
C -0.179039 0.384756 -0.018584 -1.03 -0.14 -0.31 -0.248
O 0.177370 1.719451 -0.361528 0.34 -0.47 0.03 -0.136
C 1.564176 1.915871 -0.495417 0.20 0.66 -0.60 -0.189
C 1.975098 1.897532 -1.963998 0.13 0.01 0.51 -0.193
O 1.566526 3.123437 -2.547811 -0.22 0.18 -0.24 -0.194
C 1.230697 3.030863 -3.929821 -0.75 -0.43 0.30 -0.262
Si -0.639848 2.716801 -4.055227 0.99 0.03 -0.62 0.559
O -0.988171 2.258940 -5.640575 -0.35 -0.68 0.73 -0.407
Si -1.650021 0.737463 -5.785060 0.12 0.44 -0.60 0.616
C -0.388071 -0.665749 -5.357678 0.28 3.77 -0.68 -0.499
O -0.798110 -1.723341 -5.123605 -0.79 -3.35 0.78 0.127
N 1.051195 -0.323233 -5.394608 -0.11 -0.95 -0.69 0.143
C 1.804945 -1.009600 -4.470189 0.79 1.43 -2.68 -0.620
O 1.463220 -1.461904 -3.480073 -1.50 -1.39 4.18 0.172
F 3.082049 -1.052109 -4.809654 1.14 0.15 -0.85 0.148
P -1.827621 4.466131 -3.331559 -0.04 0.15 -0.21 0.339
O -1.821890 4.482577 -1.878535 0.07 -0.24 1.60 -0.299
O -1.093282 5.781229 -3.887641 -0.53 -0.24 -0.44 -0.151
O -3.326711 4.431221 -3.911977 0.47 0.26 -0.62 -0.150
H -0.692272 -0.435006 -1.970721 0.14 -0.24 -0.11 0.044
H -1.540261 -1.172792 -0.589308 0.02 -0.18 -0.09 0.074
H -1.994466 0.421916 -1.190058 -0.14 0.09 0.12 0.072
H -0.708878 0.437790 0.931175 0.31 -0.10 0.37 0.112
H 0.682785 -0.278324 0.036841 0.27 0.15 0.30 0.113
H 2.158632 1.208120 0.082738 -0.06 -0.21 0.03 0.123
H 1.805890 2.914245 -0.133719 -0.07 0.13 0.21 0.127
H 1.505090 1.021740 -2.420045 -0.07 0.05 -0.27 0.103
H 3.062046 1.821832 -2.068714 0.08 -0.18 0.03 0.133
H 1.510996 3.927889 -4.472103 0.29 0.17 0.07 0.090
H 1.715091 2.161576 -4.380020 0.17 0.10 -0.26 0.071
H -0.947029 1.611418 -3.136729 -0.23 -0.15 -0.01 0.011
H -2.808159 0.572859 -4.900031 -0.01 -0.09 0.14 -0.003
H -2.046004 0.479367 -7.182020 0.06 0.08 0.00 -0.018
H 1.374062 -0.588330 -6.326065 0.20 0.72 -0.10 0.154
H -0.718292 6.196895 -3.095764 -0.04 0.18 -0.09 0.087
H -3.827312 3.753929 -3.437159 -0.08 0.14 0.05 0.082
C -1.772456 1.266568 5.233225 0.02 -0.14 0.24 -0.037
O -1.399845 1.810151 3.966201 0.01 -0.01 -0.05 -0.010
C -2.310183 2.626898 3.427189 0.02 -0.04 -0.11 -0.639
O -3.371377 2.919497 3.912967 0.04 -0.03 0.01 0.129
O -1.830592 3.061725 2.262515 -0.08 -0.12 0.02 -0.028
C -2.700239 3.957638 1.561815 -0.01 0.26 -0.35 -0.027
H -0.955190 0.628098 5.557223 0.09 0.06 -0.16 0.093
H -1.912953 2.059886 5.965353 -0.11 0.01 -0.05 0.099
H -2.677119 0.667255 5.143273 -0.06 0.12 0.00 0.097
H -2.881281 4.857289 2.149160 -0.10 -0.11 0.11 0.100
H -3.640543 3.466110 1.318365 -0.04 0.02 0.15 0.099
H -2.201787 4.236800 0.636287 0.15 -0.19 0.04 0.072
C 0.525358 4.715846 3.373449 0.02 -0.09 -0.21 -0.019
O 0.814376 5.937219 4.062126 0.06 0.06 0.01 0.013
C 1.172768 5.777074 5.334432 -0.04 0.05 -0.09 -0.620
O 1.265626 4.728456 5.918562 0.00 0.05 0.01 0.123
O 1.411352 6.984809 5.853469 0.00 0.00 -0.03 0.002
C 1.807636 6.966006 7.224378 0.07 0.09 0.23 -0.045
H 0.246541 4.974274 2.355902 0.01 0.20 0.07 0.097
H 1.404978 4.074654 3.344052 -0.05 -0.05 0.13 0.106
H -0.302962 4.200151 3.844389 0.11 -0.05 0.14 0.078
H 2.736505 6.411700 7.349111 -0.08 -0.11 0.01 0.097
H 1.023457 6.536715 7.845929 0.05 -0.11 -0.03 0.097
H 1.969315 7.998493 7.522338 -0.05 0.04 -0.18 0.092
C -2.537302 -6.142676 -0.493451 -0.25 -0.11 0.10 -0.029
O -1.148625 -6.054194 -0.816712 0.03 -0.03 -0.06 -0.015
C -0.788944 -4.909745 -1.397489 0.13 0.09 -0.10 -0.604
O -1.524701 -3.993731 -1.655623 0.01 -0.01 0.04 0.129
O 0.526715 -4.949034 -1.645744 -0.42 0.04 -0.02 -0.028
C 1.021632 -3.758112 -2.275247 0.19 -0.12 0.00 -0.039
H -2.693395 -7.113158 -0.030433 0.20 -0.02 -0.02 0.096
H -2.817070 -5.364092 0.213761 0.00 0.07 -0.10 0.099
H -3.146314 -6.075972 -1.393421 0.02 0.13 0.01 0.098
H 0.869020 -2.895605 -1.634604 -0.16 0.00 -0.03 0.086
H 0.541773 -3.608772 -3.236877 -0.17 0.03 0.08 0.087
H 2.088556 -3.897758 -2.429498 -0.03 -0.17 0.10 0.100
C 2.527606 -9.322610 3.828038 0.02 -0.12 0.22 -0.047
O 2.931477 -8.867014 2.537672 0.01 0.01 -0.02 0.000
C 2.053063 -8.052773 1.942680 0.05 0.01 -0.09 -0.621
O 0.998184 -7.699324 2.404606 0.05 -0.04 0.02 0.122
O 2.546984 -7.704879 0.758682 0.04 -0.02 0.05 0.014
C 1.703082 -6.823360 0.001332 0.19 -0.03 -0.05 -0.040
H 3.319001 -9.968587 4.198920 0.09 0.04 -0.16 0.092
H 2.405494 -8.484056 4.511857 -0.12 0.01 -0.05 0.096
H 1.604158 -9.895918 3.762602 -0.06 0.12 0.01 0.096
H 1.553811 -5.888271 0.535103 -0.09 -0.07 0.08 0.101
H 0.752773 -7.295967 -0.213328 -0.08 0.01 0.11 0.087
H 2.212215 -6.617175 -0.932969 0.19 -0.14 0.08 0.092